Record 1
ORCA calculation (wB97M-V/def2-TZVPD) on a 2-piece molecular cluster, H3IO3Si overall at a distorted geometry.

Structure (ORCA input):
```
! RIJCOSX wB97M-V def2-TZVPD def2/J DEFGRID3
* xyz 0 1
O 0.273 -0.443 1.432
O 0.983 -1.949 -0.863
O 0.011 1.834 0.908
Si 1.155 -1.032 0.294
I 3.179 0.300 0.564
H -0.585 -0.859 1.698
H 0.270 1.250 1.672
H 0.450 2.462 0.367
*
```

## Properties
- lowest unoccupied orbital energy (eV) = -0.527
- SMILES string = O=[Si](O)I.O
- relative energy (zero: lowest compared OMol25 entry of this formula, charge and spin) (eV) = 3.966



Record 2
ORCA calculation (wB97M-V/def2-TZVPD) on one molecule with the formula H3IP2S2.

Structure (ORCA input):
```
! RIJCOSX wB97M-V def2-TZVPD def2/J DEFGRID3
* xyz 0 1
P -1.130 1.021 -0.876
P 0.540 0.030 0.211
S 2.262 0.894 0.015
S 0.482 -1.994 -0.380
I -2.969 0.000 0.295
H -1.002 2.120 -0.014
H 0.068 -0.094 1.530
H 1.749 -1.977 -0.780
*
```

## Properties
- lowest unoccupied orbital energy (eV) = -0.461
- SMILES string = S=[P@H](S)PI
- relative energy (zero: lowest compared OMol25 entry of this formula, charge and spin) (eV) = 0.000



Record 3
ORCA calculation (wB97M-V/def2-TZVPD) on a 2-piece molecular cluster, H3N2O2 overall at a distorted geometry.

Structure (ORCA input):
```
! RIJCOSX wB97M-V def2-TZVPD def2/J DEFGRID3
* xyz -1 1
N 0.921 -0.711 0.079
N -0.925 0.359 -0.659
O -0.207 1.397 -0.792
O -0.297 -0.812 -0.617
H 1.180 0.203 -0.124
H 0.624 -0.607 0.986
H -1.296 0.171 1.128
*
```

## Properties
- lowest unoccupied orbital energy (spin up / spin down) (eV) = 5.311 / 5.311
- relative energy (zero: lowest compared OMol25 entry of this formula, charge and spin) (eV) = 1.606



Record 4
ORCA calculation (wB97M-V/def2-TZVPD) on a 2-piece molecular cluster, H3N2O2P overall at a distorted geometry.

Structure (ORCA input):
```
! RIJCOSX wB97M-V def2-TZVPD def2/J DEFGRID3
* xyz 0 1
N -1.273 -0.146 -0.541
N 1.401 0.003 0.086
O 1.073 -1.180 0.033
O 2.521 0.435 0.221
P -0.185 1.096 -0.131
H -1.264 -0.925 0.041
H -1.868 0.031 -1.383
H -0.405 0.687 1.674
*
```

## Properties
- lowest unoccupied orbital energy (eV) = -0.399
- relative energy (zero: lowest compared OMol25 entry of this formula, charge and spin) (eV) = 4.407



Record 5
ORCA calculation (wB97M-V/def2-TZVPD) on H3N2OP as an isolated structure at a distorted geometry.

Structure (ORCA input):
```
! RIJCOSX wB97M-V def2-TZVPD def2/J DEFGRID3
* xyz 0 1
N 0.087 -0.189 -0.134
N 0.461 0.275 -1.364
O -0.843 -0.489 2.091
P -0.627 0.644 0.995
H 0.295 1.264 -1.523
H 1.440 0.059 -1.530
H -0.813 -1.564 1.465
*
```

## Properties
- lowest unoccupied orbital energy (eV) = 0.362
- relative energy (zero: lowest compared OMol25 entry of this formula, charge and spin) (eV) = 1.428



Record 6
ORCA calculation (wB97M-V/def2-TZVPD) on a 2-piece molecular cluster, H3N2OS overall at a distorted geometry.

Structure (ORCA input):
```
! RIJCOSX wB97M-V def2-TZVPD def2/J DEFGRID3
* xyz -1 1
N -0.099 -2.001 -1.985
N 0.465 -1.141 -1.187
O 0.276 -2.354 -3.149
S -0.197 3.705 4.487
H -1.030 -2.315 -1.727
H 1.093 -0.519 -1.800
H -0.509 4.625 5.362
*
```

## Properties
- lowest unoccupied orbital energy (eV) = 1.594
- relative energy (zero: lowest compared OMol25 entry of this formula, charge and spin) (eV) = 2.095



Record 7
ORCA calculation (wB97M-V/def2-TZVPD) on H3N2OS as an isolated structure at a distorted geometry.

Structure (ORCA input):
```
! RIJCOSX wB97M-V def2-TZVPD def2/J DEFGRID3
* xyz -1 1
N -3.636 -1.304 -0.210
N -2.818 -1.568 0.531
O -4.178 -0.699 -1.086
S -0.881 -0.498 0.443
H 5.977 2.636 0.359
H -0.851 -0.745 -0.870
H 6.387 2.177 0.833
*
```

## Properties
- lowest unoccupied orbital energy (spin up / spin down) (eV) = 4.187 / 4.187
- relative energy (zero: lowest compared OMol25 entry of this formula, charge and spin) (eV) = 2.386



Record 8
ORCA calculation (wB97M-V/def2-TZVPD) on one molecule with the formula H3N2P at a distorted geometry.

Structure (ORCA input):
```
! RIJCOSX wB97M-V def2-TZVPD def2/J DEFGRID3
* xyz 0 1
N -0.127 0.885 0.161
N 0.139 -0.183 -0.823
P -0.700 -0.673 0.602
H 0.803 1.106 0.437
H -0.633 0.184 -1.692
H 0.519 -1.318 1.316
*
```

## Properties
- lowest unoccupied orbital energy (eV) = 0.815
- SMILES string = [nH]1[nH][pH]1
- relative energy (zero: lowest compared OMol25 entry of this formula, charge and spin) (eV) = 2.694



Record 9
ORCA calculation (wB97M-V/def2-TZVPD) on H3N2P as an isolated structure at a distorted geometry.

Structure (ORCA input):
```
! RIJCOSX wB97M-V def2-TZVPD def2/J DEFGRID3
* xyz 0 1
N -0.522 -0.736 -0.570
N -0.048 -0.596 0.853
P -0.952 0.706 0.123
H 0.267 -0.870 -1.152
H -0.574 -1.121 1.647
H 0.168 2.128 -0.225
*
```

## Properties
- lowest unoccupied orbital energy (eV) = 0.727
- relative energy (zero: lowest compared OMol25 entry of this formula, charge and spin) (eV) = 3.299



Record 10
ORCA calculation (wB97M-V/def2-TZVPD) on a 2-piece molecular cluster, H3N3O overall at a distorted geometry.

Structure (ORCA input):
```
! RIJCOSX wB97M-V def2-TZVPD def2/J DEFGRID3
* xyz 0 3
N -1.275 0.999 0.824
N 0.547 1.700 -0.358
N -0.428 1.205 0.095
O -0.022 -1.735 -0.171
H 0.624 -2.299 0.239
H 1.176 1.519 -1.109
H -0.622 -1.389 0.480
*
```

## Properties
- lowest unoccupied orbital energy (spin up / spin down) (eV) = 1.016 / -2.674
- expectation value of S² = 2.017
- relative energy (zero: lowest compared OMol25 entry of this formula, charge and spin) (eV) = 1.051



Record 11
ORCA calculation (wB97M-V/def2-TZVPD) on one molecule with the formula H3N3O2 at a distorted geometry.

Structure (ORCA input):
```
! RIJCOSX wB97M-V def2-TZVPD def2/J DEFGRID3
* xyz 0 1
N 1.477 0.265 -0.080
N -0.020 -0.636 -0.099
N -1.180 0.022 -0.030
O -1.070 1.238 0.096
O -2.196 -0.598 0.000
H 1.134 1.305 -0.002
H 1.676 -0.110 0.821
H 0.179 -1.487 -0.707
*
```

## Properties
- lowest unoccupied orbital energy (eV) = 0.492
- SMILES string = NN[N+](=O)[O-]
- relative energy (zero: lowest compared OMol25 entry of this formula, charge and spin) (eV) = 1.598



Record 12
ORCA calculation (wB97M-V/def2-TZVPD) on one molecule with the formula H3N3O2 at a distorted geometry.

Structure (ORCA input):
```
! RIJCOSX wB97M-V def2-TZVPD def2/J DEFGRID3
* xyz 0 1
N 1.363 0.438 0.176
N -2.184 0.662 0.211
N -1.107 0.105 0.109
O 0.160 1.074 0.236
O -0.666 -0.998 -0.190
H 1.746 0.265 1.115
H 1.463 -0.236 -0.468
H -3.007 0.205 -0.114
*
```

## Properties
- lowest unoccupied orbital energy (eV) = 0.659
- SMILES string = [H]/N=[N+](\[O-])ON
- relative energy (zero: lowest compared OMol25 entry of this formula, charge and spin) (eV) = 1.868



Record 13
ORCA calculation (wB97M-V/def2-TZVPD) on a 2-piece molecular cluster, H3N3O2S overall at a distorted geometry.

Structure (ORCA input):
```
! RIJCOSX wB97M-V def2-TZVPD def2/J DEFGRID3
* xyz 0 1
N 0.266 -0.411 -0.245
N -0.865 -0.830 0.253
N -1.839 0.151 0.083
O -1.605 1.144 -0.619
O -2.859 -0.084 0.699
S 2.471 0.837 0.347
H 0.373 0.481 -0.697
H 0.810 -1.156 -0.680
H 3.246 -0.132 0.860
*
```

## Properties
- lowest unoccupied orbital energy (spin up / spin down) (eV) = -3.313 / -3.318
- relative energy (zero: lowest compared OMol25 entry of this formula, charge and spin) (eV) = 4.061



Record 14
ORCA calculation (wB97M-V/def2-TZVPD) on a 3-piece molecular cluster, H3N3O3 overall at a distorted geometry.

Structure (ORCA input):
```
! RIJCOSX wB97M-V def2-TZVPD def2/J DEFGRID3
* xyz 0 1
N -2.277 1.447 -0.080
N -1.394 1.004 0.537
N -3.415 -0.229 0.047
O -4.421 -0.368 -0.580
O 0.870 -0.258 -0.229
O -2.682 -0.936 0.631
H 1.498 0.216 -0.837
H -0.590 1.473 0.780
H 0.939 -1.196 -0.403
*
```

## Properties
- lowest unoccupied orbital energy (spin up / spin down) (eV) = 0.150 / 0.153
- relative energy (zero: lowest compared OMol25 entry of this formula, charge and spin) (eV) = 4.070



Record 15
ORCA calculation (wB97M-V/def2-TZVPD) on a 2-piece molecular cluster, H3N6 overall at a distorted geometry.

Structure (ORCA input):
```
! RIJCOSX wB97M-V def2-TZVPD def2/J DEFGRID3
* xyz 1 1
N 0.515 0.920 -0.201
N 1.208 -0.019 -0.201
N -3.079 -0.604 -0.023
N 0.176 1.944 0.237
N -2.160 -0.140 0.356
N 1.237 -1.312 -0.064
H -0.552 2.439 -0.225
H 2.173 -1.593 -0.272
H 0.482 -1.635 0.392
*
```

## Properties
- lowest unoccupied orbital energy (eV) = -5.682
- relative energy (zero: lowest compared OMol25 entry of this formula, charge and spin) (eV) = 0.113



Record 16
ORCA calculation (wB97M-V/def2-TZVPD) on one molecule with the formula H3NO2Si at a distorted geometry.

Structure (ORCA input):
```
! RIJCOSX wB97M-V def2-TZVPD def2/J DEFGRID3
* xyz 0 1
N -1.730 0.653 0.022
O -0.902 -0.217 0.004
O 1.824 0.947 0.194
Si 1.093 -0.375 0.034
H -1.411 1.568 -0.132
H 0.507 -1.281 1.043
H 0.619 -1.294 -1.165
*
```

## Properties
- lowest unoccupied orbital energy (spin up / spin down) (eV) = -2.059 / -2.058
- relative energy (zero: lowest compared OMol25 entry of this formula, charge and spin) (eV) = 0.926



Record 17
ORCA calculation (wB97M-V/def2-TZVPD) on a 2-piece molecular cluster, H3NO3 overall at a distorted geometry.

Structure (ORCA input):
```
! RIJCOSX wB97M-V def2-TZVPD def2/J DEFGRID3
* xyz 0 1
H 2.782 -0.710 0.808
H 0.975 0.323 -0.762
H -1.970 0.935 0.228
N -2.513 -0.038 0.275
O 2.499 -0.670 -0.111
O 1.722 0.522 -0.133
O -3.494 -0.363 -0.304
*
```

## Properties
- lowest unoccupied orbital energy (eV) = -0.436
- SMILES string = N=O.OO
- relative energy (zero: lowest compared OMol25 entry of this formula, charge and spin) (eV) = 3.609



Record 18
ORCA calculation (wB97M-V/def2-TZVPD) on a 2-piece molecular cluster, H3NO3 overall at a distorted geometry.

Structure (ORCA input):
```
! RIJCOSX wB97M-V def2-TZVPD def2/J DEFGRID3
* xyz 0 1
H -2.481 -0.226 -0.138
H 2.106 -0.728 1.372
H 0.244 0.133 0.029
N -1.506 0.019 -0.531
O -1.549 0.835 -1.390
O 2.001 -0.547 0.441
O 1.186 0.514 0.216
*
```

## Properties
- lowest unoccupied orbital energy (eV) = -1.011
- SMILES string = N=O.OO
- relative energy (zero: lowest compared OMol25 entry of this formula, charge and spin) (eV) = 3.194



Record 19
ORCA calculation (wB97M-V/def2-TZVPD) on an isolated ion of composition H3NO3P and charge -1 at a distorted geometry.

Structure (ORCA input):
```
! RIJCOSX wB97M-V def2-TZVPD def2/J DEFGRID3
* xyz -1 1
N -0.709 0.650 0.361
O 0.375 1.507 0.592
O 1.252 -0.998 0.230
O -0.518 -1.227 -1.480
P -0.204 -1.210 0.175
H -1.328 0.594 1.466
H 1.262 1.031 0.346
H -0.130 -0.348 -1.690
*
```

## Properties
- lowest unoccupied orbital energy (eV) = 4.628
- SMILES string = [O-]P(O)NO
- relative energy (zero: lowest compared OMol25 entry of this formula, charge and spin) (eV) = 4.654



Record 20
ORCA calculation (wB97M-V/def2-TZVPD) on an isolated ion of composition H3NO3P2 and charge -2 at a distorted geometry.

Structure (ORCA input):
```
! RIJCOSX wB97M-V def2-TZVPD def2/J DEFGRID3
* xyz -2 1
N 0.503 -1.679 0.016
O 2.161 -0.023 1.186
O 2.016 -0.008 -1.375
O -0.127 0.976 -0.061
P -1.581 1.186 0.234
P 1.449 -0.431 -0.052
H 0.140 -1.833 1.023
H -2.042 1.806 -1.085
H -2.519 0.006 0.116
*
```

## Properties
- lowest unoccupied orbital energy (eV) = 7.475
- SMILES string = N=P([O-])([O-])OP
- relative energy (zero: lowest compared OMol25 entry of this formula, charge and spin) (eV) = 0.819